[1]
A single C3H5FO6S2 molecule at a distorted geometry, computed with ωB97M-V with the def2-TZVPD basis set.

The geometry in ORCA input format:
```
! RIJCOSX wB97M-V def2-TZVPD def2/J DEFGRID3
* xyz 0 1
C -1.1282 -1.9720 -0.4847
C 0.6348 0.9077 -0.9215
C 1.2398 2.2085 -0.3689
O 2.2409 -1.2378 1.0458
O 0.0127 -0.3465 1.5008
O -2.2969 -0.5927 1.8354
O -1.3267 1.4085 0.8367
O 0.1937 -2.1240 -0.2274
O -1.5872 -0.6574 -0.4425
F 1.5442 0.5337 -1.8880
S 1.0242 -0.7972 0.3693
S -1.3865 -0.0145 0.9845
H -1.3319 -2.2640 -1.5947
H -1.6600 -2.6488 0.1573
H 0.9301 2.3182 0.6070
H 0.6509 2.9093 -0.7896
H 2.2461 2.3690 -0.6197
*
```

Results
- Frontier orbital gap: 0.318 Ha
- HOMO energy: -8.775 eV
- Energy above the lowest of the compared OMol25 structures with the same formula, charge and spin: 532.68 kJ/mol
- Total energy: -1464.75267 Ha

[2]
A single C3H5FOS molecule at a distorted geometry, computed with ωB97M-V with the def2-TZVPD basis set.

The geometry in ORCA input format:
```
! RIJCOSX wB97M-V def2-TZVPD def2/J DEFGRID3
* xyz 0 1
C -1.4273 1.2979 -0.0743
C 0.1068 -0.5827 -0.0181
C 1.6172 -0.9112 0.1305
H -1.7461 0.8974 -1.0459
H -1.2934 2.3840 -0.0570
H -2.0825 0.9026 0.6917
H 1.6773 -1.2224 1.1801
H 1.9081 -1.7823 -0.4511
O -0.1143 0.6802 0.0477
F 2.4115 0.0827 -0.2724
S -1.0572 -1.7463 -0.1313
*
```

Results
- Frontier orbital gap: 0.350 Ha
- HOMO energy: -8.939 eV
- Energy above the lowest of the compared OMol25 structures with the same formula, charge and spin: 68.73 kJ/mol
- Total energy: -690.56347 Ha
- Structure (SMILES): COC(=S)CF

[3]
A molecular structure, C3H5FS2 at a distorted geometry, computed with ωB97M-V with the def2-TZVPD basis set.

The geometry in ORCA input format:
```
! RIJCOSX wB97M-V def2-TZVPD def2/J DEFGRID3
* xyz 0 1
C 0.6084 0.0775 0.7684
C -0.8695 0.2194 0.7699
C -0.0214 1.3475 0.4557
H 2.2875 0.2142 -1.2427
H 0.9971 0.0175 1.6693
H -1.3916 0.3140 1.7136
H -2.7180 0.2468 -0.5391
H 0.2987 2.2976 0.8992
F 0.2967 1.6989 -0.8541
S 1.7467 -0.9534 -0.1180
S -1.7748 -0.8120 -0.3056
*
```

Results
- Frontier orbital gap: 0.344 Ha
- HOMO energy: -9.047 eV
- Energy above the lowest of the compared OMol25 structures with the same formula, charge and spin: 296.71 kJ/mol
- Total energy: -1013.41431 Ha

[4]
2 unconnected molecules or ions with the total composition C3H5FS2 at a distorted geometry, computed with ωB97M-V with the def2-TZVPD basis set.

The geometry in ORCA input format:
```
! RIJCOSX wB97M-V def2-TZVPD def2/J DEFGRID3
* xyz 0 1
C -0.9302 -0.4956 0.0892
C -0.1493 0.6514 0.5856
C 0.6463 -0.4867 0.4045
H -0.2751 -2.0948 -1.9185
H -1.5371 -0.8067 0.8670
H -0.0877 0.7062 1.6954
H 1.3918 2.4700 -0.4073
H 0.9558 -1.0557 1.2667
F 1.5005 -0.7162 -0.7312
S -1.3253 -0.5212 -1.5684
S -0.1896 2.3492 -0.2830
*
```

Results
- Frontier orbital gap: 0.312 Ha
- HOMO energy: -8.993 eV
- Energy above the lowest of the compared OMol25 structures with the same formula, charge and spin: 417.04 kJ/mol
- Total energy: -1013.36848 Ha

[5]
A single C3H5FS2 molecule at a distorted geometry, computed with ωB97M-V with the def2-TZVPD basis set.

The geometry in ORCA input format:
```
! RIJCOSX wB97M-V def2-TZVPD def2/J DEFGRID3
* xyz 0 1
C 0.8752 1.4883 -0.2803
C -1.1661 -0.4708 -0.3015
C -0.2255 -1.2606 0.5296
H 0.6978 2.5001 -0.1508
H 1.7723 1.3616 -0.8949
H 0.9825 0.8985 0.6321
H -0.0379 -0.7268 1.4474
H -0.7523 -2.1555 0.8162
F 0.9062 -1.6084 -0.1348
S -0.2712 0.6491 -1.4142
S -2.7810 -0.6757 -0.2488
*
```

Results
- Frontier orbital gap: 0.302 Ha
- HOMO energy: -8.848 eV
- Energy above the lowest of the compared OMol25 structures with the same formula, charge and spin: 72.58 kJ/mol
- Total energy: -1013.49968 Ha
- Structure (SMILES): CSC(=S)CF

[6]
A molecular structure, C3H5FeLiO3 at a distorted geometry, computed with ωB97M-V with the def2-TZVPD basis set.

The geometry in ORCA input format:
```
! RIJCOSX wB97M-V def2-TZVPD def2/J DEFGRID3
* xyz 1 6
O -0.1325 -1.1912 0.8445
C -0.7596 -0.6081 -0.1577
C 0.8576 -0.3147 1.4132
O -1.2511 -1.2613 -1.0907
O -0.0023 0.4339 -0.5727
C 0.9789 0.8266 0.3995
Fe -1.5810 -2.3459 -2.5660
H 1.7828 -0.8814 1.5470
H 0.4811 0.0260 2.3844
H 1.9002 0.8902 -0.1884
H 0.7033 1.8166 0.7734
Li -0.8178 1.5461 -2.0326
H -2.1597 1.0630 -0.7539
*
```

Results
- Frontier orbital gap (spin up / spin down): 0.269 / 0.216 Ha
- HOMO energy (spin up / spin down): -11.414 / -11.112 eV
- Energy above the lowest of the compared OMol25 structures with the same formula, charge and spin: 351.05 kJ/mol
- Total energy: -1613.84483 Ha

[7]
A molecular structure, C3H5GdO4 at a distorted geometry, computed with ωB97M-V with the def2-TZVPD basis set.

The geometry in ORCA input format:
```
! RIJCOSX wB97M-V def2-TZVPD def2/J DEFGRID3
* xyz 1 9
O -3.4361 -1.6590 0.5940
C -3.5165 -0.8015 -0.4024
C -2.0911 -1.6338 1.1949
O -4.5131 -0.3855 -0.9189
O -2.2880 -0.2901 -0.6812
C -1.2765 -0.8777 0.1670
H -1.7568 -2.6635 1.3484
H -2.1763 -1.1088 2.1529
H -0.6606 -1.5149 -0.4771
H -0.6274 -0.0328 0.5380
O 0.0169 2.0310 -0.9427
H 0.7258 2.6469 -1.1295
Gd -1.8235 1.9234 -2.1187
*
```

Results
- Frontier orbital gap (spin up / spin down): 0.241 / 0.257 Ha
- HOMO energy (spin up / spin down): -10.608 / -15.181 eV
- Energy above the lowest of the compared OMol25 structures with the same formula, charge and spin: 281.51 kJ/mol
- Total energy: -1183.61317 Ha

[8]
A molecular structure, C3H5HgO4 at a distorted geometry, computed with ωB97M-V with the def2-TZVPD basis set.

The geometry in ORCA input format:
```
! RIJCOSX wB97M-V def2-TZVPD def2/J DEFGRID3
* xyz 0 2
O 1.0452 0.8266 -0.2459
C 1.6376 -0.3106 -0.1509
C -0.5835 0.5716 -0.0101
O 2.8627 -0.4772 -0.0983
O 0.8326 -1.3097 0.1445
C -0.5491 -0.9571 -0.0816
Hg 4.4210 0.5523 -0.1798
H -0.9286 1.0310 -0.9434
H -0.6573 0.9478 1.0170
H -0.8380 -1.3352 -1.0673
H -1.1492 -1.4212 0.7049
O -2.9362 0.4745 0.4247
H -3.1570 1.4073 0.4861
*
```

Results
- Frontier orbital gap (spin up / spin down): 0.222 / 0.117 Ha
- HOMO energy (spin up / spin down): -6.748 / -6.716 eV
- Energy above the lowest of the compared OMol25 structures with the same formula, charge and spin: 333.39 kJ/mol
- Total energy: -571.49746 Ha